(1)
Computed, not measured: C82H52Br9F3O19 as an isolated structure at a distorted geometry, with ωB97M-V/def2-TZVPD.

Values from the calculation:
E_LUMO ... -1.22 eV
Highest occupied orbital energy ... -0.352 hartree
Energy above the lowest of the compared OMol25 structures with the same formula, charge and spin ... 0.0 kcal per mole
DFT total energy ... -763315.2034 eV
Gap between HOMO and LUMO ... 8.36 eV

```
165
C82H52Br9F3O19 ωB97M-V/def2-TZVPD
C -4.63 -4.92 0.93
C -5.70 -3.95 1.32
O -4.96 -3.05 2.14
C -3.88 -3.68 2.60
O -3.13 -3.24 3.42
O -3.81 -4.93 2.12
F -6.76 -4.50 1.95
H -4.03 -4.48 0.13
H -5.07 -5.87 0.64
H -6.07 -3.41 0.44
C -8.68 1.54 -0.04
C -7.49 2.01 0.78
O -6.75 0.77 0.85
C -7.06 0.04 -0.21
O -6.55 -1.02 -0.44
O -7.99 0.70 -0.95
F -7.96 2.34 2.01
H -9.22 2.38 -0.49
H -9.39 1.03 0.61
H -6.82 2.76 0.38
C 5.43 -1.44 -1.81
C 6.20 -2.11 -0.66
O 6.39 -3.44 -1.09
C 6.27 -3.50 -2.41
O 6.64 -4.40 -3.10
O 5.79 -2.32 -2.87
F 5.43 -2.12 0.47
H 5.90 -0.46 -1.92
H 4.38 -1.36 -1.53
H 7.11 -1.56 -0.42
C -3.41 -0.66 -1.88
C -2.44 -0.28 -2.78
C -1.11 -0.45 -2.42
C -0.71 -0.86 -1.16
C -1.72 -1.04 -0.16
C -3.06 -0.91 -0.55
C -1.38 -1.22 1.27
O -2.20 -0.91 2.12
C 0.04 -1.55 1.55
C 0.44 -1.84 2.84
C 1.77 -2.19 3.14
C 2.61 -2.44 2.06
C 2.26 -2.04 0.78
C 1.00 -1.54 0.53
C 0.72 -0.94 -0.79
O 1.55 -0.49 -1.55
H -4.45 -0.67 -2.17
H -2.62 -0.20 -3.84
H -0.50 -0.19 -3.28
H -3.78 -1.02 0.25
H -0.31 -1.87 3.62
H 1.91 -2.49 4.17
H 3.53 -2.96 2.30
H 2.97 -2.08 -0.03
C -1.04 -6.78 7.54
C -1.54 -5.78 6.70
C -0.83 -4.60 6.52
C 0.43 -4.44 7.13
C 0.98 -5.50 7.87
C 0.15 -6.59 8.20
C 2.28 -5.32 8.54
O 2.79 -6.20 9.21
C 2.92 -3.99 8.44
C 4.17 -3.74 9.03
C 4.80 -2.51 8.96
C 4.10 -1.47 8.34
C 2.98 -1.69 7.63
C 2.39 -2.96 7.64
C 1.14 -3.14 6.86
O 0.65 -2.28 6.17
H -1.59 -7.67 7.80
H -2.52 -5.91 6.26
H -1.18 -3.75 5.95
H 0.59 -7.37 8.80
H 4.72 -4.55 9.49
H 5.82 -2.43 9.32
H 4.60 -0.51 8.25
H 2.42 -0.88 7.17
C 7.85 3.09 0.20
C 8.38 3.34 1.44
C 7.64 2.99 2.58
C 6.34 2.50 2.45
C 5.85 2.16 1.20
C 6.58 2.54 0.07
C 4.52 1.55 0.96
O 4.13 1.12 -0.11
C 3.57 1.65 2.13
C 2.23 1.34 1.92
C 1.33 1.41 2.97
C 1.74 1.99 4.18
C 3.09 2.34 4.36
C 4.04 2.09 3.38
C 5.50 2.32 3.67
O 5.92 2.44 4.79
H 8.41 3.33 -0.70
H 9.41 3.66 1.51
H 7.98 3.26 3.57
H 6.10 2.38 -0.88
H 2.03 0.98 0.92
H 0.26 1.31 2.81
H 1.10 2.18 5.03
H 3.31 2.86 5.28
C -0.71 -1.48 -14.71
C 0.55 -1.18 -14.23
C 0.63 -0.50 -13.02
C -0.46 -0.36 -12.19
C -1.72 -0.80 -12.61
C -1.83 -1.30 -13.93
C -2.97 -0.75 -11.78
O -4.05 -1.05 -12.25
C -2.80 -0.39 -10.36
C -3.87 -0.44 -9.48
C -3.66 -0.44 -8.13
C -2.37 -0.25 -7.69
C -1.31 0.00 -8.52
C -1.50 -0.04 -9.91
C -0.28 0.14 -10.78
O 0.76 0.51 -10.30
H -0.88 -2.00 -15.65
H 1.50 -1.38 -14.71
H 1.58 -0.11 -12.68
H -2.83 -1.48 -14.30
H -4.88 -0.51 -9.88
H -4.53 -0.67 -7.53
H -2.25 -0.18 -6.61
H -0.31 0.15 -8.14
C -1.09 9.76 0.68
C -2.47 9.77 0.88
C -3.15 8.60 1.15
C -2.49 7.36 1.22
C -1.10 7.34 1.07
C -0.45 8.53 0.76
C -0.34 6.07 1.17
O 0.87 6.04 1.17
C -1.13 4.81 1.12
C -0.46 3.62 0.91
C -1.19 2.46 0.77
C -2.55 2.44 0.97
C -3.25 3.64 1.15
C -2.55 4.84 1.23
C -3.34 6.13 1.31
O -4.54 6.08 1.43
H -0.56 10.62 0.31
H -3.13 10.63 0.79
H -4.23 8.59 1.13
H 0.57 8.46 0.42
H 0.62 3.68 0.93
H -0.63 1.53 0.73
H -3.09 1.53 0.73
H -4.32 3.65 1.25
C 1.78 2.91 -2.30
Br 2.85 1.87 -3.54
Br -0.17 2.77 -2.64
Br 2.37 4.73 -1.98
H 1.86 2.40 -1.34
C -3.17 -0.10 5.18
Br -4.06 -0.22 6.91
Br -1.67 1.11 5.15
Br -4.27 0.53 3.66
H -2.81 -1.09 4.93
C 1.68 -3.51 -3.25
Br -0.26 -3.84 -3.29
Br 2.36 -4.00 -5.01
Br 2.55 -4.51 -1.79
H 1.82 -2.46 -3.02
```


(2)
Computed, not measured: CH2N2O2S in the gas phase at a distorted geometry, with ωB97M-V/def2-TZVPD.

Values from the calculation:
E_LUMO (spin up / spin down) ... 0.31 / -0.78 eV
Highest occupied orbital energy (spin up / spin down) ... -0.321 / -0.300 hartree
Energy above the lowest of the compared OMol25 structures with the same formula, charge and spin ... 123.4 kcal per mole
DFT total energy ... -18975.9785 eV
Gap between HOMO and LUMO (spin up / spin down) ... 9.05 / 7.37 eV

```
8
CH2N2O2S ωB97M-V/def2-TZVPD
C -0.16 0.35 0.24
N -0.25 1.63 -0.11
N -0.94 2.55 -0.31
O -2.94 -0.67 -0.99
O -1.34 -0.23 0.91
S -2.83 -0.01 0.31
H -0.01 -0.15 -0.68
H 0.70 -0.05 0.77
```


(3)
Computed, not measured: a 9-piece molecular cluster, H16O9 overall at a distorted geometry, with ωB97M-V/def2-TZVPD.

Values from the calculation:
E_LUMO ... 5.80 eV
Highest occupied orbital energy ... -0.040 hartree
Energy above the lowest of the compared OMol25 structures with the same formula, charge and spin ... 0.0 kcal per mole
DFT total energy ... -18687.3529 eV
Charge ... -2
Gap between HOMO and LUMO ... 6.89 eV

```
25
H16O9 ωB97M-V/def2-TZVPD
O -0.08 -0.26 0.06
H 0.52 0.48 -0.14
O 0.28 3.40 -1.18
H 1.18 3.07 -1.35
O -1.45 2.05 0.39
H -1.07 1.18 0.25
H -0.90 2.63 -0.14
O -1.27 -0.98 2.45
H -1.05 -1.82 2.06
H -1.26 -0.36 1.71
O -2.07 -1.38 -0.96
H -2.68 -0.65 -1.12
H -1.25 -0.95 -0.73
O -0.15 1.15 -2.41
H -0.18 0.57 -1.65
H -0.04 2.02 -2.05
O 2.40 -1.17 -1.03
H 1.52 -1.04 -0.66
H 2.70 -0.29 -1.25
O -0.13 -2.99 1.08
H -0.39 -3.59 0.38
H -0.16 -2.12 0.67
O 1.96 0.69 2.03
H 2.28 -0.19 2.24
H 1.29 0.54 1.35
```


(4)
Computed, not measured: a 2-piece molecular cluster, C3H9O5PS2 overall at a distorted geometry, with ωB97M-V/def2-TZVPD.

Values from the calculation:
E_LUMO (spin up / spin down) ... -2.87 / -2.87 eV
Highest occupied orbital energy (spin up / spin down) ... -0.360 / -0.360 hartree
Energy above the lowest of the compared OMol25 structures with the same formula, charge and spin ... 47.6 kcal per mole
DFT total energy ... -44447.1033 eV
Gap between HOMO and LUMO (spin up / spin down) ... 6.92 / 6.92 eV

```
20
C3H9O5PS2 ωB97M-V/def2-TZVPD
C 0.36 -2.75 -0.04
C 2.60 0.54 0.50
C -1.95 1.81 -0.83
O 0.49 0.80 -0.97
O 0.80 2.47 0.75
O -1.92 -0.93 -0.75
O -3.27 0.46 0.87
O 0.90 -1.72 0.61
P -0.47 -0.06 1.75
S 0.85 1.06 0.39
S -2.02 0.21 0.13
H 1.15 -3.39 -0.71
H -0.19 -2.53 -1.00
H -0.06 -3.60 0.55
H 3.33 1.31 0.42
H 2.59 0.09 1.60
H 2.97 -0.26 -0.14
H -3.06 2.17 -1.07
H -1.54 2.64 -0.27
H -1.56 1.67 -1.77
```


(5)
Computed, not measured: a 11-piece molecular cluster, H22O11 overall at a distorted geometry, with ωB97M-V/def2-TZVPD.

Values from the calculation:
E_LUMO ... -0.07 eV
Highest occupied orbital energy ... -0.407 hartree
SMILES string ... O.O.O.O.O.O.O.O.O.O.O
Energy above the lowest of the compared OMol25 structures with the same formula, charge and spin ... 103.4 kcal per mole
DFT total energy ... -22877.0286 eV
Gap between HOMO and LUMO ... 11.01 eV

```
33
H22O11 ωB97M-V/def2-TZVPD
O -0.11 0.36 -5.31
H 0.04 -0.26 -4.59
H -0.72 0.92 -4.90
O 2.08 3.75 -0.39
H 2.57 4.53 -0.93
H 1.68 4.32 0.27
O 0.90 0.41 -1.46
H 1.46 0.97 -0.84
H 0.66 -0.37 -0.92
O -3.52 1.34 1.92
H -3.30 0.70 1.40
H -3.84 0.94 2.70
O -2.30 -2.70 -2.57
H -1.88 -3.50 -2.38
H -3.20 -2.75 -2.17
O -0.75 0.61 1.50
H -0.80 0.70 0.51
H -1.24 1.36 1.70
O -0.68 -0.98 5.25
H -0.58 -1.88 5.06
H -1.67 -1.01 4.97
O 3.36 -2.71 -1.56
H 3.39 -1.71 -1.48
H 4.10 -3.18 -1.01
O -2.30 3.52 1.04
H -3.13 3.11 1.19
H -1.76 2.72 1.30
O 3.64 -0.56 2.14
H 3.30 -1.43 2.37
H 3.29 0.06 2.74
O -0.21 -2.90 -0.89
H 0.56 -2.60 -0.47
H 0.09 -2.71 -1.90
```


(6)
Computed, not measured: a 8-piece molecular cluster, C55H119F12N7OP4 overall at a distorted geometry, with ωB97M-V/def2-TZVPD.

Values from the calculation:
Multiplicity ... 2
E_LUMO (spin up / spin down) ... -12.27 / -15.74 eV
Highest occupied orbital energy (spin up / spin down) ... -0.679 / -0.679 hartree
DFT total energy ... -141170.4793 eV
Charge ... +5
Gap between HOMO and LUMO (spin up / spin down) ... 6.21 / 2.74 eV

```
198
C55H119F12N7OP4 ωB97M-V/def2-TZVPD
C 0.75 1.84 3.41
N -0.72 1.95 3.90
C -1.48 2.97 3.04
C -1.31 0.57 3.52
C -0.84 2.16 5.42
C 0.18 3.24 5.97
O -0.08 4.47 5.39
H 1.22 0.92 3.74
H 1.29 2.67 3.88
H 0.83 1.99 2.33
H -1.18 2.75 2.01
H -1.04 3.95 3.25
H -2.54 2.95 3.27
H -1.09 0.29 2.50
H -2.36 0.70 3.79
H -0.90 -0.17 4.21
H -0.61 1.22 5.91
H -1.90 2.36 5.61
H 1.24 2.98 6.09
H -0.03 3.24 7.03
H 0.64 4.67 4.78
C -3.00 -0.34 -5.93
C -3.71 0.69 -4.97
N -5.17 0.50 -4.93
C -6.02 1.58 -5.02
C -7.29 1.08 -4.68
N -7.22 -0.35 -4.52
C -5.86 -0.65 -4.63
C -8.20 -1.25 -3.96
H -3.49 -0.27 -6.91
H -3.10 -1.40 -5.71
H -1.97 -0.15 -6.22
H -3.42 1.66 -5.37
H -3.20 0.74 -4.01
H -5.56 2.55 -5.18
H -8.28 1.51 -4.65
H -5.38 -1.60 -4.44
H -8.67 -1.79 -4.78
H -9.03 -0.64 -3.60
H -7.76 -1.86 -3.17
C -1.69 -3.65 -5.16
C -1.19 -4.64 -4.07
N -1.89 -4.55 -2.80
C -1.83 -3.51 -1.96
C -2.58 -3.85 -0.79
N -2.88 -5.18 -0.83
C -2.63 -5.54 -2.17
C -3.30 -5.99 0.28
H -2.77 -3.74 -5.25
H -1.31 -3.92 -6.14
H -1.35 -2.69 -4.78
H -0.11 -4.59 -3.93
H -1.35 -5.65 -4.45
H -1.30 -2.59 -2.16
H -2.84 -3.28 0.10
H -2.61 -6.55 -2.55
H -2.44 -6.05 0.95
H -3.56 -7.00 -0.03
H -4.10 -5.47 0.82
C -6.38 3.14 -0.96
C -7.12 3.60 0.31
N -6.83 2.66 1.43
C -7.46 2.64 2.62
C -6.94 1.61 3.37
N -5.98 1.02 2.65
C -5.81 1.72 1.48
C -5.13 -0.07 3.05
H -5.30 3.09 -0.80
H -6.53 3.80 -1.81
H -6.58 2.16 -1.40
H -8.19 3.56 0.11
H -6.73 4.58 0.57
H -8.15 3.41 2.92
H -7.22 1.17 4.32
H -5.06 1.38 0.78
H -4.96 -0.03 4.13
H -4.16 0.11 2.59
H -5.50 -1.01 2.64
C -1.88 6.96 0.70
C -1.36 6.30 -0.55
C -1.43 4.77 -0.61
C -0.86 4.27 -2.02
P 0.82 4.17 -2.24
C 1.63 5.79 -2.32
C 1.14 6.82 -3.42
C 1.98 8.12 -3.45
C 3.41 7.99 -4.12
C 1.23 3.29 -3.77
C 0.56 1.90 -3.89
C 0.88 1.10 -5.14
C 2.37 1.23 -5.50
C 1.44 3.02 -0.93
C 3.00 3.10 -0.85
C 3.51 2.27 0.33
C 4.93 2.58 0.72
H -1.29 7.84 0.95
H -1.59 6.22 1.45
H -2.96 7.05 0.78
H -0.33 6.60 -0.74
H -1.91 6.70 -1.40
H -2.44 4.39 -0.43
H -0.90 4.38 0.26
H -1.25 4.96 -2.77
H -1.24 3.26 -2.20
H 2.66 5.51 -2.51
H 1.73 6.11 -1.28
H 0.09 7.02 -3.22
H 1.17 6.37 -4.42
H 2.00 8.60 -2.47
H 1.48 8.86 -4.08
H 3.81 8.99 -4.33
H 3.40 7.27 -4.93
H 4.11 7.64 -3.35
H 2.31 3.20 -3.87
H 1.00 3.99 -4.56
H -0.51 2.08 -3.96
H 0.67 1.24 -3.03
H 0.22 1.28 -5.99
H 0.64 0.05 -4.97
H 2.57 0.66 -6.41
H 3.00 0.76 -4.75
H 2.77 2.23 -5.71
H 1.02 2.05 -1.22
H 1.09 3.41 0.02
H 3.39 4.12 -0.80
H 3.41 2.76 -1.80
H 3.40 1.21 0.12
H 2.87 2.56 1.16
H 5.21 3.63 0.79
H 5.67 2.28 -0.02
H 5.13 2.13 1.69
C 7.74 -0.01 2.54
C 6.68 -0.96 2.11
C 7.08 -2.45 2.07
C 6.09 -3.47 1.51
P 4.48 -3.80 2.39
C 4.87 -4.44 4.08
C 5.76 -5.69 3.99
C 6.51 -6.08 5.24
C 7.18 -7.53 5.12
C 3.58 -5.19 1.49
C 2.16 -5.59 2.05
C 1.58 -6.82 1.52
C 1.03 -6.69 0.14
C 3.41 -2.37 2.63
C 3.10 -1.42 1.40
C 2.14 -1.95 0.32
C 1.75 -0.91 -0.76
H 8.28 0.35 1.67
H 8.47 -0.46 3.22
H 7.34 0.80 3.14
H 6.40 -0.61 1.12
H 5.79 -0.70 2.68
H 7.31 -2.79 3.07
H 7.96 -2.34 1.43
H 6.66 -4.39 1.41
H 5.82 -3.16 0.50
H 4.01 -4.55 4.75
H 5.55 -3.80 4.64
H 6.51 -5.62 3.21
H 5.22 -6.60 3.73
H 5.95 -6.07 6.17
H 7.28 -5.32 5.28
H 7.93 -7.70 4.35
H 6.45 -8.31 4.92
H 7.50 -7.83 6.12
H 4.20 -6.08 1.39
H 3.51 -4.95 0.42
H 1.53 -4.72 1.86
H 2.26 -5.76 3.12
H 0.71 -7.14 2.09
H 2.23 -7.70 1.59
H 0.24 -5.93 0.08
H 0.58 -7.65 -0.11
H 1.83 -6.45 -0.56
H 3.88 -1.80 3.43
H 2.50 -2.70 3.13
H 4.02 -1.05 0.95
H 2.70 -0.56 1.93
H 1.27 -2.43 0.76
H 2.74 -2.76 -0.12
H 2.58 -0.61 -1.41
H 1.24 -0.11 -0.21
H 0.94 -1.18 -1.45
P -1.50 -3.72 3.21
F -0.73 -2.85 2.05
F -0.20 -3.76 4.15
F -2.07 -2.40 4.00
F -2.14 -4.67 4.46
F -2.87 -3.82 2.26
F -1.05 -5.18 2.59
P -2.52 0.21 -0.46
F -0.92 0.52 -0.42
F -2.32 -0.98 0.59
F -2.73 1.26 0.79
F -4.10 -0.12 -0.43
F -2.85 1.40 -1.50
F -2.31 -0.74 -1.78
```